No. 1
# HN3O3

2 unconnected molecules or ions with the total composition HN3O3 in a non-equilibrium geometry (ωB97M-V/def2-TZVPD, the Open Molecules 2025 dataset).

Properties
2S+1: 1
Structure (SMILES): O=[N+]([O-])O.N#N
Lowest unoccupied orbital energy in eV: 0.515
Energy above the lowest of the compared OMol25 structures with the same formula, charge and spin in kJ/mol: 0.0

Last columns: bonded neighbours and bond lengths (Å).
Atoms and positions in Å:
1 O -0.13 1.50 0.50  N2 1.176
2 N -0.66 0.65 -0.12  O1 1.176, O3 1.187, O4 1.381
3 O -0.39 0.21 -1.19  N2 1.187
4 O -1.77 0.11 0.48  N2 1.381, H5 0.975
5 H -2.14 -0.61 -0.07  O4 0.975
6 N 3.09 -0.96 0.12  N7 1.098
7 N 2.01 -0.89 0.27  N6 1.098

Mulliken atomic charge list, values in e, 4 entries: atom 1 (O): -0.501, atom 2 (N): 1.072, atom 3 (O): -0.518, atom 4 (O): -0.434



No. 2
# C4H14N2O

2 unconnected molecules or ions with the total composition C4H14N2O in a non-equilibrium geometry (ωB97M-V/def2-TZVPD, the Open Molecules 2025 dataset).

Properties
2S+1: 1
Structure (SMILES): CN(C)CCN.O
Lowest unoccupied orbital energy in eV: 0.844
Energy above the lowest of the compared OMol25 structures with the same formula, charge and spin in kJ/mol: 178.1

Last columns: bonded neighbours and bond lengths (Å).
Atoms and positions in Å:
1 C 1.49 -1.16 0.20  N2 1.414, H7 1.122, H8 1.091, H9 1.107
2 N 0.55 -0.11 0.22  C1 1.414, C3 1.459, C4 1.457
3 C 0.78 0.75 1.38  N2 1.459, H10 1.089, H11 1.079, H12 1.099
4 C 0.36 0.64 -1.02  N2 1.457, C5 1.562, H13 1.083, H14 1.105
5 C -0.89 1.56 -0.95  C4 1.562, N6 1.452, H15 1.090, H16 1.079
6 N -2.13 0.81 -0.79  C5 1.452, H17 1.004, H18 1.012
7 H 2.54 -0.96 0.55  C1 1.122
8 H 1.67 -1.78 -0.67  C1 1.091
9 H 1.30 -1.91 0.99  C1 1.107
10 H -0.11 1.34 1.59  C3 1.089
11 H 0.97 0.20 2.29  C3 1.079
12 H 1.62 1.43 1.17  C3 1.099
13 H 0.22 -0.08 -1.82  C4 1.083
14 H 1.20 1.34 -1.15  C4 1.105
15 H -0.93 1.92 -1.98  C5 1.090
16 H -0.79 2.28 -0.15  C5 1.079
17 H -2.25 0.33 0.09  N6 1.004
18 H -2.26 0.12 -1.52  N6 1.012
19 O -1.29 -2.45 0.24  H20 0.950, H21 0.975
20 H -1.53 -2.43 1.16  O19 0.950
21 H -0.54 -1.83 0.18  O19 0.975

Mulliken atomic charge list, values in e, 4 entries: atom 1 (C): -1.116, atom 2 (N): 0.346, atom 3 (C): -1.259, atom 4 (C): -0.670



How do the records compare in gap between HOMO and LUMO? In the order shown, they have 12.46; 9.55 eV.